Record 1
Density functional theory data (the ωB97M-V functional and the def2-TZVPD basis) for C18H36F4N5O13S4Sr as an isolated structure.

Atoms and positions in Å:
Sr1 -0.318019 -0.374049 0.031602
C1 4.316078 -2.813006 0.895948
C2 2.926835 -2.267221 1.320726
C3 3.061253 -1.904483 2.818948
C4 3.740653 -0.584903 3.162794
C5 3.249485 0.515389 2.234351
C6 3.257234 0.140241 0.754243
N1 2.485363 -1.097541 0.540992
O1 2.052246 -1.311962 -0.751570
C7 4.702805 0.124216 0.226384
C8 2.629266 1.365034 0.039589
C9 1.901657 -3.369490 1.189352
H1 4.357520 -2.834303 -0.200225
H2 4.414635 -3.875051 1.158820
H3 5.196612 -2.306574 1.287098
H4 3.551976 -2.749081 3.321627
H5 2.072652 -1.928898 3.290630
H6 4.811669 -0.790379 3.001075
H7 3.606658 -0.374055 4.223782
H8 3.826849 1.423692 2.441710
H9 2.266250 0.778883 2.640661
H10 5.446523 -0.371829 0.852467
H11 5.083875 1.139239 0.065551
H12 4.715954 -0.341728 -0.764196
H13 1.547374 1.485089 0.045098
H14 2.874770 1.521841 -1.015739
H15 3.076549 2.240717 0.519465
H16 1.921674 -4.092900 2.005061
H17 1.670032 -3.805072 0.214072
H18 0.917762 -2.890881 1.321152
C10 -0.394569 -1.112057 -3.027776
C11 -1.417006 -0.002635 -3.331169
C12 -2.730442 -0.796181 -3.493047
C13 -3.950735 0.080187 -3.628225
C14 -4.049341 1.013879 -2.423018
C15 -2.756243 1.789926 -2.146940
N2 -1.570992 0.906830 -2.177712
O2 -0.388677 1.566853 -1.817197
C16 -2.926115 2.354848 -0.724960
C17 -2.671484 2.999913 -3.101259
C18 -1.011144 0.683990 -4.679867
H19 0.601609 -0.668733 -2.922977
H20 -0.354316 -1.905186 -3.772827
H21 -0.529925 -1.571952 -2.051487
H22 -2.893246 -1.494856 -2.670304
H23 -2.603580 -1.410546 -4.393554
H24 -4.859689 -0.502379 -3.813054
H25 -3.916198 0.740794 -4.509885
H26 -4.320039 0.379784 -1.574816
H27 -4.874687 1.685433 -2.682907
H28 -3.321180 1.609380 -0.044082
H29 -3.433051 3.323096 -0.690038
H30 -1.949433 2.684288 -0.360127
H31 -2.884968 2.682070 -4.128021
H32 -1.669942 3.430586 -3.105807
H33 -3.421900 3.743263 -2.828865
H34 -1.231079 1.750497 -4.672336
H35 -1.599975 0.256113 -5.495019
H36 0.066438 0.617160 -4.823452
N3 -0.692678 3.098999 3.920591
S1 0.620927 3.959740 3.990488
O3 0.381347 5.332237 4.407970
O4 1.667196 3.722397 3.032700
F1 1.260297 3.276678 5.304668
S2 -0.998856 3.148946 2.272714
O5 -0.523690 2.011931 1.535681
O6 -0.923884 4.439762 1.631944
F2 -2.551547 2.862042 2.436991
N4 -2.184206 -1.876582 0.006705
S3 -3.394252 -1.574524 1.190366
O7 -3.318452 -2.222342 2.468287
O8 -4.704830 -1.309176 0.642077
F3 -2.901598 -0.053213 1.463905
S4 -2.390741 -3.435936 0.003230
O9 -3.448711 -3.957768 -0.822214
O10 -1.916653 -4.133949 1.146977
F4 -1.120475 -3.660363 -0.993911
N5 -0.307725 -1.288996 3.654360
O11 -0.192793 -0.776100 2.494371
O12 -0.476340 -0.530188 4.631544
O13 -0.184619 -2.518895 3.799816

Cartesian forces (eV/Å) of the 6 atoms listed first:
2.5 1.9 0.0
-0.1 -0.9 -1.0
1.2 0.2 -0.1
-1.3 -0.4 0.6
0.9 -1.2 -1.0
-0.1 0.0 1.6

Properties
- 2S+1: 1
- Total charge: -3
- Gap between HOMO and LUMO: 4.9 eV
- Calculated total energy: -3982.14968 Ha
- Relative energy (zero: lowest compared OMol25 entry of this formula, charge and spin): 38.9 kcal/mol
- HOMO: 1.275 eV
- E_LUMO: 6.200 eV

***

Record 2
Density functional theory data (the ωB97M-V functional and the def2-TZVPD basis) for C18H36MgO23PV as an isolated structure.

Atoms and positions in Å:
O1 -3.631361 0.025666 -3.220627
V1 -2.634071 0.423626 -1.973857
Mg1 0.300409 2.399616 -0.447057
P1 -0.060531 1.136836 -2.227067
O2 -1.053551 0.371116 -3.152317
O3 -1.141411 1.536296 -1.128417
O4 0.380039 2.552186 -2.380657
O5 0.728489 0.640606 -1.039127
C1 -0.524111 6.275696 -2.055817
O6 -1.677461 5.899166 -1.224417
C2 -1.554111 4.890406 -0.422327
O7 -0.604841 4.163176 -0.222857
O8 -2.746101 4.746256 0.210963
C3 -2.991611 3.556606 0.968113
H1 -0.866921 6.725356 -2.987697
H2 0.030979 5.432106 -2.466097
H3 0.191769 6.902476 -1.524057
H4 -2.467751 2.685806 0.573933
H5 -4.068361 3.387186 0.967063
H6 -2.672871 3.806376 1.980103
C4 0.145039 -2.595974 -1.251637
O9 0.142959 -3.402224 -0.138727
C5 -0.964491 -3.987194 0.230433
O10 -1.927441 -4.260744 -0.498417
O11 -0.862961 -4.234694 1.552573
C6 -1.905051 -4.947154 2.280473
H7 -0.184071 -3.036184 -2.192917
H8 1.189399 -2.329024 -1.413347
H9 -0.404971 -1.720504 -0.906457
H10 -1.995261 -5.987174 1.966913
H11 -2.914721 -4.537704 2.248563
H12 -1.533521 -4.898154 3.304023
C7 3.794839 1.435686 -1.444307
O12 3.902529 2.899826 -1.496927
C8 3.131969 3.549016 -0.578747
O13 2.144159 3.063896 0.004283
O14 3.692749 4.623646 -0.280067
C9 3.152039 5.470616 0.761403
H13 4.775389 0.976736 -1.570677
H14 3.189559 1.107976 -2.289497
H15 3.390109 1.028046 -0.517957
H16 3.325969 4.883156 1.662933
H17 2.119969 5.719496 0.514423
H18 3.795679 6.350246 0.753113
C10 2.823359 -0.991324 1.140463
O15 2.656259 -1.601654 2.427933
C11 3.472169 -1.298804 3.404093
O16 4.485059 -0.635434 3.323203
O17 3.061229 -1.835024 4.584633
C12 1.867359 -2.569844 4.798603
H19 3.656939 -1.430154 0.592123
H20 3.247199 0.002586 1.283983
H21 1.930219 -0.844374 0.533163
H22 2.027649 -3.579464 4.420353
H23 0.978069 -2.214774 4.277853
H24 1.753739 -2.411904 5.871093
C13 -1.190121 -0.337544 1.651013
O18 -0.274811 0.064776 2.641973
C14 0.220479 1.287316 2.514173
O19 0.079069 2.042686 1.540993
O20 1.070779 1.414506 3.545233
C15 2.305959 2.072416 3.389303
H25 -1.831861 -1.074704 2.133573
H26 -0.664531 -0.812174 0.822413
H27 -1.899771 0.426166 1.332813
H28 2.176959 3.090546 3.022043
H29 2.937839 1.546366 2.673683
H30 2.859139 2.013326 4.326643
C16 -4.120931 -6.696094 -3.124267
O21 -3.574641 -5.833434 -4.006807
C17 -3.306271 -4.591744 -3.681867
O22 -3.673071 -4.002554 -2.639097
O23 -2.558601 -4.044414 -4.582667
C18 -2.481691 -2.581114 -4.562667
H31 -4.605981 -7.453014 -3.740637
H32 -4.857251 -6.331594 -2.407987
H33 -3.338611 -7.177884 -2.537797
H34 -1.940201 -2.053314 -3.777607
H35 -3.396171 -1.989354 -4.603367
H36 -2.031471 -2.297134 -5.513857

Cartesian forces (eV/Å) of the 6 atoms listed first:
2.1 1.6 3.9
0.3 -0.6 -4.1
2.3 3.3 3.8
-0.9 0.7 1.1
0.7 -0.7 0.1
-9.9 -1.4 0.1

Properties
- 2S+1: 2
- Total charge: +1
- Gap between HOMO and LUMO (alpha / beta): 6.4 / 6.8 eV
- Calculated total energy: -3923.32388 Ha
- Relative energy (zero: lowest compared OMol25 entry of this formula, charge and spin): 0.0 kcal/mol
- HOMO (alpha / beta): -12.253 / -12.254 eV
- E_LUMO (alpha / beta): -5.898 / -5.477 eV

***

Record 3
Density functional theory data (the ωB97M-V functional and the def2-TZVPD basis) for one molecule with the formula C18H36N2O2.

Atoms and positions in Å:
C1 -0.611843 -2.850907 1.977787
C2 -1.123726 -1.990636 0.828288
C3 -2.644459 -1.842690 0.872790
C4 -3.210905 -0.778246 -0.080028
C5 -2.748903 -1.009811 -1.520824
C6 -4.743252 -0.807151 -0.022080
N1 -2.740473 0.528136 0.381116
C7 -3.003506 1.710528 -0.216896
O1 -3.606961 1.825790 -1.263764
C8 -2.446602 2.909652 0.539713
C9 -0.915471 2.935512 0.537417
C10 -0.352349 2.836633 -0.879728
C11 1.131032 3.211660 -0.929354
C12 1.972026 2.406982 0.053652
O2 2.500399 2.913698 1.022370
N2 2.060959 1.096640 -0.257827
C13 2.848206 0.102976 0.472186
C14 4.319686 0.526812 0.483493
C15 2.333577 0.017329 1.914325
C16 2.650099 -1.256517 -0.216777
C17 3.239178 -1.373334 -1.622935
C18 2.801295 -2.671656 -2.291791
H1 -0.851118 -2.396273 2.937057
H2 -1.068071 -3.837637 1.945288
H3 0.467402 -2.970098 1.915953
H4 -0.829876 -2.451813 -0.115902
H5 -0.658053 -1.003085 0.878609
H6 -2.948019 -1.587767 1.892577
H7 -3.102239 -2.803084 0.630186
H8 -3.235190 -0.292475 -2.175027
H9 -3.008504 -2.015945 -1.838743
H10 -1.673728 -0.876213 -1.607310
H11 -5.142833 -0.006002 -0.637375
H12 -5.089357 -0.669661 1.000420
H13 -5.118673 -1.756080 -0.394739
H14 -2.315182 0.552096 1.293891
H15 -2.826309 3.805671 0.046847
H16 -2.817766 2.896908 1.566918
H17 -0.578459 3.867997 0.994578
H18 -0.518008 2.117977 1.143731
H19 -0.504278 1.823530 -1.260092
H20 -0.907166 3.511527 -1.534645
H21 1.517896 3.063766 -1.940160
H22 1.248758 4.263656 -0.665787
H23 1.590401 0.777546 -1.088754
H24 4.422920 1.445399 1.053873
H25 4.929595 -0.246365 0.942676
H26 4.676828 0.709751 -0.526482
H27 1.298879 -0.316978 1.933117
H28 2.935947 -0.681739 2.487728
H29 2.395515 0.997238 2.378484
H30 1.577165 -1.460718 -0.265539
H31 3.098056 -2.026614 0.413940
H32 4.328062 -1.351895 -1.568871
H33 2.922154 -0.529099 -2.239920
H34 3.114865 -3.528921 -1.700271
H35 3.241914 -2.759209 -3.281953
H36 1.718489 -2.706803 -2.395443

Cartesian forces (eV/Å) of the 6 atoms listed first:
0.0 0.1 -0.2
-0.2 -0.1 0.2
0.3 0.3 -0.3
-0.3 -0.2 -0.2
-0.1 0.1 0.1
0.2 0.1 0.0

Properties
- 2S+1: 1
- Gap between HOMO and LUMO: 10.1 eV
- Calculated total energy: -967.52379 Ha
- Relative energy (zero: lowest compared OMol25 entry of this formula, charge and spin): 3.1 kcal/mol
- HOMO: -9.430 eV
- E_LUMO: 0.662 eV